{"formula": "C22H35NO7S2", "method": "ωB97M-V with the def2-TZVPD basis set", "lumo_ha": -0.049, "gap_ha": 0.1645, "energy_ha": -2236.80530, "e_homo_ha": -0.213, "spin_multiplicity": 1, "species": ["C", "C", "C", "C", "C", "C", "C", "C", "C", "C", "C", "C", "O", "O", "C", "C", "S", "C", "C", "O", "O", "C", "C", "C", "O", "C", "O", "C", "S", "C", "N", "H", "H", "H", "H", "H", "H", "H", "H", "H", "H", "H", "H", "H", "H", "H", "H", "H", "H", "H", "H", "H", "H", "H", "H", "H", "H", "H", "H", "H", "H", "H", "H", "H", "H", "O", "H"], "xyz": [[-4.72819, 5.11539, -0.77070], [-4.08135, 3.68294, -0.97338], [-4.94483, 2.87320, -2.02325], [-4.53321, 3.10634, -3.53866], [-4.31855, 1.71460, -4.32195], [-2.92472, 1.62094, -5.06737], [-1.78929, 0.89136, -4.20067], [-1.59249, 1.75795, -2.89531], [-0.38227, 1.33653, -2.01104], [0.75671, 2.26774, -1.95240], [1.90770, 1.91444, -1.08462], [3.10797, 2.92028, -1.04796], [3.92364, 2.97234, -1.91844], [3.19486, 3.74686, 0.07381], [2.17837, 4.77114, 0.05064], [1.83398, 0.66129, -0.31793], [3.23693, 0.27072, 0.76535], [2.53216, -0.49505, 2.31623], [3.51645, -1.69280, 2.66628], [4.69517, -1.48251, 2.59295], [2.92031, -2.91003, 2.98896], [3.06376, -3.08767, 4.42109], [2.80879, -4.64093, 4.73510], [2.06360, -4.67166, 6.14306], [1.96583, -5.22449, 3.72785], [2.68270, -6.03644, 2.84253], [3.42132, -5.60825, 1.99979], [2.51698, -7.61582, 2.86271], [1.96463, -8.25567, 4.49947], [0.65120, -0.18833, -0.48343], [-0.43342, 0.15354, -1.30358], [-4.70073, 5.64056, -1.77147], [-4.21945, 5.71218, 0.02979], [-5.81306, 4.96200, -0.49749], [-2.98051, 3.69914, -1.18456], [-4.19944, 3.14575, 0.01990], [-4.86593, 1.78357, -1.74130], [-6.02240, 3.16700, -1.91597], [-5.20162, 3.81193, -4.09564], [-3.51098, 3.58620, -3.52087], [-4.42577, 0.84773, -3.61017], [-5.14503, 1.65003, -5.09258], [-3.05600, 1.09947, -6.06318], [-2.51906, 2.64564, -5.32329], [-0.87353, 0.82607, -4.85036], [-2.16343, -0.15007, -3.99133], [-1.49467, 2.83324, -3.21900], [-2.52424, 1.61017, -2.26922], [0.73980, 3.21310, -2.55074], [2.60596, 5.68382, -0.44958], [1.82742, 4.99610, 1.09939], [1.25912, 4.48339, -0.54297], [2.46689, 0.25453, 3.15599], [1.48479, -0.87097, 2.15754], [4.06118, -2.75821, 4.82000], [2.26970, -2.43899, 4.90701], [3.81477, -5.13545, 4.82046], [1.51932, -5.63790, 6.29375], [1.30997, -3.83008, 6.16992], [2.80316, -4.45108, 6.95703], [3.53799, -8.01349, 2.60877], [1.84095, -7.86245, 2.00301], [2.20239, -9.61419, 4.38517], [0.60347, -1.14124, 0.10368], [-1.21093, -0.50388, -1.31345], [2.63232, -1.82869, -2.53733], [2.73284, -1.28291, -1.76601]], "forces_ev_per_a": [[0.2062, -0.5806, -0.6433], [-1.3726, 0.0073, 0.9856], [0.2400, 0.2035, -0.1532], [1.3592, -0.8640, 0.4571], [-0.3394, 0.8807, -0.5660], [0.3369, -0.2335, -0.0302], [-1.0018, 0.5400, -0.8868], [0.1123, -1.2128, 0.2005], [0.7301, 2.0808, -0.9345], [-0.0577, -3.0088, 1.5186], [-2.0109, -0.7339, -0.3464], [0.2321, -0.2629, 0.3331], [-0.7503, -0.2292, 0.5465], [-1.0335, -0.5518, -0.9077], [-0.7883, 0.7853, -0.0519], [-1.6379, 1.0197, -0.8956], [-0.9189, -0.0768, -0.2129], [-0.8290, -0.8143, -0.0145], [-0.3717, 1.0375, -0.8311], [-0.7839, -0.6815, 0.4627], [1.1523, 1.8459, 0.6549], [-0.6957, -0.7857, 0.3693], [-0.0445, 1.7736, 1.5529], [0.0218, 0.3494, -0.7361], [0.9824, -1.2378, 0.0828], [0.5291, -0.7076, -0.9072], [-0.6423, 0.0579, 0.9644], [0.3138, 0.4172, -0.2692], [-0.0227, -0.4087, -0.2680], [1.4940, 0.4318, -0.1990], [2.8770, 1.4691, 1.0853], [-0.0128, -0.2180, 1.2069], [-0.4426, -0.4369, -0.8441], [1.1702, 0.2731, -0.1981], [-1.0076, 0.1239, -0.1299], [0.2639, 0.5188, -1.0292], [-0.1432, 0.9936, -0.5494], [0.9107, -0.3562, 0.1918], [0.4278, -0.7942, 0.5786], [-1.1137, -0.2033, -0.0505], [0.0461, 0.8200, -0.7323], [0.9132, -0.2190, 0.8680], [0.2313, 0.3690, 1.1925], [-0.6216, -0.9070, 0.2759], [-0.6836, 0.0390, 0.9481], [0.5942, 0.9377, 0.0363], [0.0100, -1.1361, 0.6642], [0.9129, 0.4959, -0.6613], [-0.0450, -1.1958, 0.6304], [-0.3859, -0.7820, 0.6656], [0.6606, -0.2570, -1.1235], [0.9964, 0.0443, 0.6523], [0.4297, -0.7675, -0.8707], [1.0827, 0.2886, 0.0064], [-0.7595, -0.4085, -0.6304], [0.7815, -0.8456, -0.3683], [-1.0862, 0.1682, -0.3572], [0.7330, 0.7778, -0.0079], [0.6572, -1.0197, -0.0825], [-0.6492, -0.4547, -0.6611], [-1.0857, 0.5022, 0.2863], [0.3963, 0.1143, 0.9428], [-0.0160, 1.1083, -0.3150], [-0.1547, 1.0267, -0.9335], [0.1572, 0.4650, -0.4072], [-0.9098, 0.0494, -0.1313], [0.4557, 0.3755, 0.5770]], "lowdin_charge": [-0.123, -0.272, -0.227, -0.191, -0.196, -0.212, -0.172, -0.145, -0.151, 0.072, -0.061, -0.451, 0.191, -0.076, -0.062, -0.405, 1.011, -0.306, -0.502, 0.119, -0.035, -0.104, -0.297, -0.037, -0.036, -0.480, 0.149, -0.436, 0.672, -0.008, 0.135, 0.078, 0.069, 0.076, 0.089, 0.105, 0.096, 0.106, 0.110, 0.082, 0.101, 0.108, 0.111, 0.111, 0.125, 0.116, 0.118, 0.110, 0.134, 0.107, 0.106, 0.084, 0.098, 0.081, 0.144, 0.132, 0.162, 0.071, 0.081, 0.091, 0.093, 0.094, -0.130, 0.137, 0.177, -0.496, -0.241]}